{
  "formula": "C26H42Cl4F4N5O8S2",
  "method": "the ωB97M-V functional and the def2-TZVPD basis",
  "symbols": ["C", "H", "H", "C", "H", "H", "H", "N", "H", "H", "H", "H", "H", "H", "C", "H", "O", "S", "H", "H", "F", "C", "C", "O", "H", "C", "O", "H", "Cl", "H", "C", "H", "H", "C", "Cl", "C", "H", "O", "H", "H", "H", "H", "Cl", "H", "F", "C", "N", "O", "C", "H", "C", "H", "H", "C", "H", "N", "H", "H", "C", "S", "C", "C", "O", "C", "H", "C", "Cl", "H", "H", "H", "O", "H", "H", "C", "H", "C", "C", "C", "H", "C", "F", "C", "H", "F", "C", "H", "N", "C", "O", "H", "N"],
  "coordinates": [[1.4443, 2.3629, -6.2413], [-0.3106, -0.0854, 3.6884], [3.8321, -1.3970, 4.9736], [8.3309, -2.5635, 0.5289], [-3.3905, 0.6359, 2.1489], [0.5733, 2.8796, -5.8381], [-0.5638, 0.5380, 5.2444], [-4.4765, 0.4888, -0.4694], [-3.0499, -1.8957, -0.7083], [-7.1145, 0.2057, 4.0115], [-4.5331, 2.3549, -4.3608], [-1.0216, -0.7982, -4.6851], [-4.1158, -2.1175, -2.0257], [-3.1780, 3.5007, -4.6153], [-2.4809, 1.5009, -4.4697], [-3.7631, -0.1135, -4.5546], [3.1998, -0.6916, 0.1172], [0.4253, -0.8585, 0.5593], [1.1885, 2.1412, 3.2143], [-2.2028, -1.8073, -3.9498], [-4.3520, -3.3469, 4.1114], [5.5943, -2.7241, 1.2559], [6.2756, -1.4727, 1.2175], [-1.3024, 1.8690, -4.3994], [-2.8987, -1.8517, 2.5954], [1.9851, -0.4176, -3.6910], [1.6299, -0.7111, 6.2037], [-6.4592, -1.9348, 4.9562], [0.6207, 4.3525, -0.1860], [2.1111, 3.1775, -6.5237], [0.8818, 3.1816, 3.1067], [-3.6648, 2.4758, -5.9210], [4.5179, -2.7824, 1.3211], [7.7312, -3.7924, 0.6293], [-0.6737, 3.1530, 2.3644], [-5.8420, -1.4833, 4.1936], [-2.3884, 0.2776, 0.1099], [3.2716, 0.9750, -5.6069], [2.8811, -0.1085, -3.1527], [1.5903, -0.6088, 3.0949], [1.6305, 3.6868, 2.4966], [5.7825, -0.5370, 1.4361], [0.9543, 4.0267, 4.7474], [-3.1470, 1.8651, 0.0312], [5.8209, -5.1078, 1.2289], [-6.1344, -0.1808, 3.7741], [2.1000, -0.6742, 3.9644], [0.7737, -2.2754, 0.4704], [2.1263, 1.3069, -5.3295], [0.2656, 3.0649, -2.1062], [3.5587, -0.9830, 4.0031], [3.5807, -1.7907, 3.2716], [-5.1305, 1.2385, -0.2950], [-1.8590, -0.7736, -3.9877], [0.3480, 0.9849, -4.2951], [0.9903, 0.0195, 1.6133], [-5.4245, 1.6193, 2.8041], [9.3723, -2.6268, 0.2500], [1.3111, -0.5021, 5.0147], [2.3240, 0.4200, 0.5786], [6.3388, -3.8784, 0.9635], [7.6360, -1.4166, 0.8737], [2.0377, 1.5481, -0.3654], [-0.3681, 3.3474, -1.2656], [8.3908, -4.6056, 0.3647], [-4.9478, -0.7874, -0.5071], [-1.7184, 4.3863, -2.0565], [8.0697, -0.4283, 0.9145], [-2.6881, 1.2830, -1.3920], [4.1298, -0.0858, 3.7644], [-6.0508, -1.1049, -0.0477], [-0.5975, -1.2956, 5.0016], [2.2329, -1.2213, -4.3844], [-0.1538, -0.3356, 4.7377], [-4.3096, -2.8491, -0.4022], [-5.2464, 0.5751, 3.0146], [-3.8016, -1.3557, 2.9198], [-4.1118, -1.9290, -0.9521], [-0.7666, 2.5022, -0.7045], [-3.5638, 2.5054, -4.8361], [-1.0029, -1.1214, 1.2931], [-4.0807, -0.0347, 2.6391], [-1.5218, -0.6265, -2.9617], [3.2657, 1.1575, 1.6535], [-3.0882, 0.8921, -0.4565], [1.1865, 1.8721, -7.1798], [1.3093, 0.6926, -4.3977], [-4.6623, -2.0709, 3.7702], [0.0191, -0.2555, -0.7356], [1.3743, -0.8768, -2.9137], [-2.8563, 0.2286, -4.2704]],
  "forces_ev_per_a": [[0.1, 0.3, 0.4], [0.3, -0.4, -0.2], [-0.1, 0.2, 0.0], [0.0, 0.0, 0.4], [0.5, -0.5, -0.3], [-0.2, -0.5, 0.2], [-0.1, -0.4, 0.6], [0.3, -0.5, -0.7], [0.4, 1.0, -0.1], [0.0, 0.2, 0.3], [0.1, -0.2, 0.0], [0.0, 0.4, 0.0], [-0.4, 0.1, 0.0], [-0.1, -0.1, 0.2], [0.3, 1.1, -0.2], [0.0, 0.5, 0.1], [-2.9, 2.4, 1.6], [-8.1, -7.9, -6.2], [0.0, 0.2, 0.4], [-0.8, 0.2, -0.4], [-0.1, 0.5, 0.0], [1.2, 0.2, -0.9], [0.5, -1.4, -0.4], [-0.9, -0.5, 0.2], [0.1, 0.1, -0.1], [-0.8, -0.2, 0.4], [0.4, 0.4, 1.0], [-0.2, -0.4, -0.3], [-0.1, 0.2, -0.6], [0.5, -0.3, 0.2], [1.1, 0.1, 0.7], [-0.2, -0.1, -0.1], [-0.1, -0.1, 0.4], [-1.8, -0.3, -0.1], [-0.8, 0.0, 0.3], [0.4, 0.4, 0.3], [-0.3, -0.2, -0.4], [-0.5, -0.1, 0.9], [0.1, 0.3, -0.4], [0.1, 0.2, -0.9], [-0.4, 0.1, -0.1], [-0.3, -0.1, 0.0], [-0.2, -0.8, -1.0], [0.3, 0.1, 0.7], [-0.1, 0.6, -0.6], [-0.3, -0.1, -0.2], [0.1, 0.5, 3.3], [1.1, 2.3, 0.4], [-1.2, 0.5, -1.2], [-0.2, -0.2, 0.3], [-1.4, -0.5, -0.2], [1.0, 0.3, -0.1], [-0.2, -0.6, 0.2], [0.7, -0.7, 0.9], [-0.1, 0.0, 0.2], [4.7, 3.2, 0.3], [-0.1, 0.0, -0.2], [0.1, 0.7, 0.0], [0.7, -1.0, -2.9], [4.2, 3.9, -3.3], [1.7, 0.5, 0.9], [-1.1, 0.6, 0.4], [0.5, -3.6, 3.1], [-0.2, 1.1, -0.8], [-0.6, -0.6, 0.2], [-1.5, -0.9, 1.7], [0.9, -1.1, 1.0], [0.4, -0.1, -0.2], [0.1, -1.0, -0.6], [0.0, -0.3, -0.2], [0.3, 1.1, -0.8], [-0.4, 0.3, 0.1], [0.2, 0.2, -0.1], [-0.6, 0.7, 0.1], [-1.1, 0.2, -0.2], [-0.9, -0.7, 1.0], [0.0, -1.0, 1.0], [2.2, -0.9, -0.1], [-0.2, 0.3, -0.2], [0.5, 0.0, -0.2], [-0.1, 1.0, 0.4], [0.7, 0.7, -0.4], [0.6, 0.2, -0.1], [-0.8, -0.6, 0.4], [-0.1, 1.8, 0.1], [-0.2, -0.1, 0.1], [2.7, -0.2, -0.4], [0.0, 0.7, -0.9], [1.3, -0.6, 2.9], [-0.5, 0.3, -0.1], [-0.3, -1.0, -0.4]],
  "energy_ha": -4928.022407,
  "spin_multiplicity": 2,
  "largest_force_ev_per_a": 12.9,
  "charge": 0
}